Arrangement i

14
Properties=species:S:1:pos:R:3:mulliken_charge:R:1 method="wB97M-V/def2-TZVPD" charge=+1 orbital_gap_ev="7.06 / 7.20" multiplicity=1
C -0.76 0.79 -0.32 -0.11
C 1.06 -1.01 -0.07 -1.29
C 0.52 0.36 0.06 0.45
N 1.29 1.28 0.58 -0.27
O -1.00 2.10 -0.44 -0.49
S -3.48 -0.46 0.24 -0.08
H -1.43 0.19 -0.96 0.66
H 1.08 -1.64 0.84 0.34
H 0.53 -1.59 -0.84 0.34
H 2.09 -0.95 -0.30 0.42
H 1.06 2.27 0.52 0.25
H 2.19 1.12 0.92 0.23
H -1.68 2.30 -1.11 0.38
H -2.73 -0.75 1.35 0.18

Arrangement ii

14
Properties=species:S:1:pos:R:3:mulliken_charge:R:1 method="wB97M-V/def2-TZVPD" charge=+1 orbital_gap_ev=9.06 multiplicity=1
C -1.25 0.45 0.20 -0.53
C -0.96 -1.07 0.38 -0.31
C 0.99 -0.09 -0.43 -0.06
N 0.07 1.02 0.20 -0.21
O 0.34 -1.20 -0.25 -0.24
S 2.67 0.11 0.00 -0.19
H -1.76 0.62 -0.74 0.30
H -2.00 0.89 0.73 0.48
H -0.80 -1.60 1.32 0.27
H -1.78 -1.69 -0.08 0.27
H 0.69 0.64 -2.11 0.19
H 0.15 1.85 -0.49 0.38
H 0.45 1.26 1.12 0.40
H 3.18 -1.20 0.14 0.23

Arrangement iii

14
Properties=species:S:1:pos:R:3:mulliken_charge:R:1 method="wB97M-V/def2-TZVPD" charge=+1 orbital_gap_ev=7.50 multiplicity=1
C -0.54 -0.75 -1.18 -0.03
C 1.78 0.56 -2.16 -0.76
C -1.24 -0.67 1.46 -0.24
N -1.23 0.14 2.44 -0.19
O -1.32 -1.81 -1.15 -0.32
S 1.14 -0.95 -1.39 0.08
H -0.94 0.15 -0.82 0.56
H 1.32 1.53 -1.63 0.29
H 1.50 0.59 -3.26 0.31
H 2.85 0.59 -1.98 0.33
H -1.76 -1.66 1.60 0.16
H -0.82 1.05 2.39 0.23
H -0.96 -2.57 -1.56 0.37
H -1.53 0.04 3.33 0.20

Arrangement iv

14
Properties=species:S:1:pos:R:3:mulliken_charge:R:1 method="wB97M-V/def2-TZVPD" charge=+1 smiles="[NH3+][C@H](C=O)CS" orbital_gap_ev=9.39 multiplicity=1
N -0.96 -0.36 1.06 -0.40
C -0.23 0.32 -0.10 0.08
C -1.23 0.23 -1.26 0.00
O -2.38 -0.01 -1.14 -0.41
C 1.15 -0.20 -0.33 -0.84
S 2.49 1.00 0.01 -0.13
H -0.56 -0.11 1.96 0.34
H -1.97 -0.20 0.98 0.35
H -0.80 -1.38 1.03 0.34
H -0.26 1.37 0.23 0.42
H -0.76 0.51 -2.22 0.34
H 1.31 -1.16 0.16 0.46
H 1.21 -0.34 -1.42 0.27
H 2.99 0.33 1.05 0.16

The least stable of them is arrangement ii.

Arrangement i

6
Properties=species:S:1:pos:R:3:mulliken_charge:R:1 method="wB97M-V/def2-TZVPD" orbital_gap_ev=11.68 multiplicity=1
O 0.48 1.15 0.47 -0.52
O 0.82 -0.09 -1.62 -0.38
O 0.97 -1.22 0.63 -0.41
S 0.77 -0.09 -0.21 1.17
Cl -1.56 -0.53 0.37 -0.22
H -1.47 0.76 0.35 0.36

Arrangement ii

6
Properties=species:S:1:pos:R:3:mulliken_charge:R:1 method="wB97M-V/def2-TZVPD" orbital_gap_ev=10.36 multiplicity=1
O -2.03 -0.73 0.14 -0.37
O 2.01 -0.88 0.06 -0.35
O 1.95 1.49 -0.40 -0.37
S 1.69 0.17 -0.85 0.68
Cl -0.81 0.40 0.51 0.07
H -2.81 -0.45 0.56 0.34

The least stable of them is arrangement ii.

Arrangement i

9
Properties=species:S:1:pos:R:3:mulliken_charge:R:1 method="wB97M-V/def2-TZVPD" smiles="Nc1noc(=O)o1" orbital_gap_ev=9.57 multiplicity=1
N -2.25 -0.38 0.02 -0.40
C -1.02 0.02 -0.05 0.60
N -0.50 1.24 0.03 -0.49
O 0.83 1.10 -0.03 -0.06
C 1.17 -0.14 -0.05 0.64
O 2.19 -0.67 0.07 -0.47
O -0.04 -0.89 -0.04 -0.34
H -2.35 -1.55 -0.07 0.30
H -3.13 0.02 0.29 0.23

Arrangement ii

9
Properties=species:S:1:pos:R:3:mulliken_charge:R:1 method="wB97M-V/def2-TZVPD" smiles="O=c1ncon1O" orbital_gap_ev=9.97 multiplicity=1
O 0.47 -1.82 0.61 -0.52
C 0.45 -0.49 0.44 0.56
N 1.48 0.27 0.10 -0.40
C 0.94 1.32 -0.52 0.22
O -0.35 1.27 -0.86 -0.25
N -0.77 0.29 0.39 0.02
O -1.70 -0.77 -0.07 -0.28
H 1.68 2.22 -0.76 0.32
H -2.40 -0.50 0.40 0.35

Arrangement iii

9
Properties=species:S:1:pos:R:3:mulliken_charge:R:1 method="wB97M-V/def2-TZVPD" smiles="[O-][N+]#CO.N=C=O" orbital_gap_ev=9.00 multiplicity=1
O 2.17 2.71 -0.37 -0.64
N 1.96 1.59 0.04 0.51
C 1.82 0.44 -0.07 0.20
O 1.78 -0.84 0.23 -0.48
H 0.96 -1.17 -0.21 0.48
N -2.76 -0.75 0.38 -0.26
C -1.70 -0.77 -0.09 0.49
O -0.70 -0.90 -0.66 -0.56
H -3.53 -0.32 0.76 0.25

Arrangement iv

9
Properties=species:S:1:pos:R:3:mulliken_charge:R:1 method="wB97M-V/def2-TZVPD" orbital_gap_ev=10.59 multiplicity=1
C -1.42 0.65 -0.08 0.12
C 0.49 0.27 -0.49 -0.23
N -2.42 0.84 0.35 -0.30
N 0.29 -1.09 0.01 0.96
O 0.00 -1.86 -0.88 -0.51
O 0.45 -1.27 1.17 -0.52
O 1.24 1.16 0.23 -0.45
H 0.45 0.23 -1.50 0.51
H 0.92 1.07 1.20 0.43

The least stable of them is arrangement iv.

Arrangement i

20
Properties=species:S:1:pos:R:3:mulliken_charge:R:1 method="wB97M-V/def2-TZVPD" smiles="CC(=O)O.NCCN" orbital_gap_ev=10.28 multiplicity=1
C 1.19 -1.80 2.47 -1.03
C 0.74 -0.91 1.34 0.77
O 0.96 -1.20 0.19 -0.58
O 0.12 0.18 1.74 -0.56
H 0.72 -2.77 2.35 0.27
H 2.26 -1.95 2.38 0.29
H 0.94 -1.39 3.43 0.30
H -0.06 0.95 1.04 0.51
N -1.12 -0.21 -2.81 -0.66
C -1.28 0.44 -1.51 -0.27
C -0.12 1.38 -1.29 -0.73
N -0.27 2.06 0.03 -0.56
H -0.47 -0.98 -2.71 0.23
H -1.99 -0.60 -3.12 0.23
H -1.32 -0.27 -0.68 0.16
H -2.22 1.00 -1.51 0.46
H -0.07 2.09 -2.12 0.41
H 0.79 0.80 -1.24 0.27
H 0.42 2.80 0.10 0.24
H -1.16 2.55 0.06 0.24

Arrangement ii

20
Properties=species:S:1:pos:R:3:mulliken_charge:R:1 method="wB97M-V/def2-TZVPD" smiles="C[C@H](N)CC(N)=O.O" orbital_gap_ev=10.23 multiplicity=1
C -1.24 0.96 -1.81 -1.31
C -1.28 -0.18 -0.78 0.68
N -2.48 -0.05 0.06 -0.76
C -0.05 -0.10 0.15 -0.82
C 0.79 -1.34 0.15 0.57
N 1.76 -1.36 1.14 -0.36
O 0.70 -2.27 -0.63 -0.63
H -2.24 1.24 -2.15 0.41
H -0.67 0.66 -2.69 0.29
H -0.73 1.80 -1.32 0.29
H -1.14 -1.15 -1.28 0.29
H -2.72 -0.97 0.43 0.24
H -3.26 0.15 -0.55 0.26
H 0.65 0.72 -0.09 -0.03
H -0.36 0.19 1.16 0.47
H 2.42 -2.11 1.29 0.22
H 1.75 -0.67 1.87 0.19
O 2.78 1.82 1.86 -0.66
H 3.14 0.96 2.07 0.31
H 2.17 1.71 1.12 0.34

Arrangement iii

20
Properties=species:S:1:pos:R:3:mulliken_charge:R:1 method="wB97M-V/def2-TZVPD" smiles="C[C@H](N)O.C=NOC" orbital_gap_ev=8.69 multiplicity=1
C 0.73 -1.43 1.02 -1.17
C 0.65 -1.53 -0.76 0.09
N 1.23 -0.43 -1.45 -0.63
O -0.63 -1.80 -1.07 -0.56
H 1.80 -1.49 1.21 0.36
H 0.25 -0.60 1.52 0.34
H 0.26 -2.36 1.33 0.34
H 1.30 -2.41 -0.90 0.42
H 0.65 0.40 -1.42 0.25
H 2.15 -0.20 -1.09 0.26
H -1.21 -0.91 -1.42 0.39
C -2.15 0.19 -0.29 -0.67
N -1.31 0.76 0.53 -0.30
O -0.59 1.77 -0.09 -0.12
C 0.38 2.31 0.80 -0.52
H -2.91 -0.38 0.23 0.31
H -2.48 0.70 -1.20 0.44
H 0.86 3.12 0.25 0.26
H -0.10 2.70 1.71 0.27
H 1.12 1.56 1.08 0.24

Arrangement iv

20
Properties=species:S:1:pos:R:3:mulliken_charge:R:1 method="wB97M-V/def2-TZVPD" orbital_gap_ev=8.59 multiplicity=1
C -0.24 -1.74 1.22 -1.15
C -0.85 -0.97 0.08 0.20
O -2.06 -0.34 0.36 -0.51
C -0.51 -1.06 -1.22 -0.26
N 0.71 -1.51 -1.69 -0.55
H 0.60 -2.34 0.88 0.30
H 0.10 -1.05 2.00 0.28
H -0.98 -2.41 1.67 0.43
H -2.54 -0.84 1.03 0.31
H -1.16 -0.61 -1.96 0.44
H 1.46 -1.48 -1.00 0.22
H 0.99 -1.10 -2.57 0.26
N 0.69 2.29 1.18 -0.59
C 1.03 1.76 -0.12 0.00
O 0.07 1.98 -1.13 -0.56
H -0.14 1.83 1.54 0.24
H 0.48 3.28 1.12 0.24
H 1.93 2.27 -0.47 0.33
H 1.12 0.63 0.03 0.04
H -0.71 1.43 -0.94 0.32

The least stable of them is arrangement iii.